[1]
The following is a DFT calculation (the ωB97M-V functional and the def2-TZVPD basis) of C39H56NO4PtS2Si4Te as an isolated structure.

relative energy (zero: lowest compared OMol25 entry of this formula, charge and spin)	21.9	kJ/mol
E_LUMO	2.14	eV

```
! wB97M-V def2-TZVPD RIJCOSX def2/J DEFGRID3
* xyz -1 1
Pt -0.049 0.217 0.046
O -0.033 -2.799 -0.887
N -0.362 -2.852 0.280
O -0.416 -1.716 0.890
C -4.130 1.060 -1.259
C -3.272 1.451 -0.089
C -3.078 2.785 0.235
C -2.249 3.167 1.286
C -1.630 2.191 2.027
C -1.819 0.832 1.758
C -2.643 0.474 0.689
S -0.335 2.610 3.186
C -1.272 2.260 4.689
O -0.168 4.093 3.186
H -4.653 1.925 -1.665
H -4.874 0.317 -0.965
H -3.532 0.617 -2.058
H -3.549 3.548 -0.375
H -2.026 4.205 1.492
H -1.438 0.083 2.445
H -2.821 -0.578 0.486
H -2.109 2.959 4.713
H -0.607 2.425 5.535
H -1.599 1.224 4.674
O -0.669 -0.830 3.991
S 0.373 -1.887 3.891
C 0.772 -2.239 5.637
C 1.278 -0.983 6.274
C 0.414 -0.168 6.998
C 0.862 1.030 7.536
C 2.176 1.431 7.344
C 3.042 0.628 6.614
C 2.594 -0.571 6.082
C -0.499 -3.472 3.545
C -1.893 -3.439 4.084
C -2.248 -4.118 5.244
C -3.541 -4.036 5.744
C -4.489 -3.264 5.087
C -4.141 -2.586 3.925
C -2.853 -2.673 3.425
H 1.514 -3.040 5.648
H -0.156 -2.579 6.101
H -0.620 -0.468 7.121
H 0.179 1.658 8.094
H 2.522 2.372 7.752
H 4.064 0.943 6.447
H 3.266 -1.187 5.496
H 0.103 -4.277 3.970
H -0.496 -3.549 2.459
H -1.509 -4.724 5.757
H -3.806 -4.573 6.646
H -5.497 -3.196 5.475
H -4.876 -1.982 3.406
H -2.572 -2.140 2.525
C 0.218 2.037 -0.549
C 0.286 3.206 -0.866
C 0.274 4.590 -1.239
C 0.199 5.582 -0.251
C 0.168 6.922 -0.608
C 0.210 7.301 -1.944
C 0.280 6.323 -2.928
C 0.313 4.982 -2.582
H 0.152 5.279 0.788
H 0.114 7.677 0.168
H 0.190 8.350 -2.216
H 0.312 6.607 -3.973
H 0.370 4.222 -3.350
C 2.874 0.119 -6.447
Si 2.959 0.387 -4.578
C 2.551 2.191 -4.250
C 4.741 0.079 -4.033
Si 1.543 -0.991 -3.323
Te 2.184 -0.224 -1.035
Si 2.155 -3.243 -3.603
C 3.037 -3.462 -5.263
C 0.715 -4.457 -3.620
C 3.315 -3.726 -2.209
Si -0.642 -0.691 -4.068
C -1.132 1.121 -4.088
C -0.708 -1.361 -5.836
C -1.887 -1.661 -3.057
H 3.626 0.743 -6.940
H 1.896 0.410 -6.836
H 3.057 -0.918 -6.730
H 3.292 2.841 -4.725
H 2.532 2.400 -3.179
H 1.569 2.454 -4.649
H 5.425 0.788 -4.509
H 5.071 -0.931 -4.283
H 4.831 0.204 -2.951
H 2.398 -3.153 -6.095
H 3.298 -4.513 -5.419
H 3.955 -2.873 -5.313
H 0.033 -4.266 -4.453
H 0.159 -4.391 -2.686
H 1.089 -5.480 -3.730
H 4.198 -3.081 -2.197
H 3.641 -4.766 -2.312
H 2.815 -3.605 -1.250
H -0.554 1.685 -4.824
H -0.949 1.557 -3.102
H -2.193 1.234 -4.329
H 0.005 -0.861 -6.494
H -1.710 -1.213 -6.253
H -0.492 -2.431 -5.861
H -1.885 -1.317 -2.023
H -1.644 -2.724 -3.050
H -2.890 -1.536 -3.481
*
```



[2]
The following is a DFT calculation (the ωB97M-V functional and the def2-TZVPD basis) of C14H12FN2O8S2 as an isolated structure at a distorted geometry.

relative energy (zero: lowest compared OMol25 entry of this formula, charge and spin)	551.5	kJ/mol
E_LUMO	2.07	eV

```
! wB97M-V def2-TZVPD RIJCOSX def2/J DEFGRID3
* xyz -1 1
C 2.930 3.526 0.739
C 3.147 2.300 -0.104
O 2.097 1.285 0.274
C 1.557 0.628 -0.750
C 0.223 -0.091 -0.477
F -0.620 -0.404 -1.558
S -0.737 1.187 0.516
C -2.534 1.025 0.339
C -3.150 1.627 -0.756
C -4.547 1.604 -0.871
C -5.287 1.003 0.140
C -4.682 0.430 1.250
C -3.287 0.449 1.367
O -0.450 1.045 1.903
O -0.390 2.443 -0.164
O 1.909 0.704 -1.927
H 3.710 4.264 0.512
H 1.956 3.981 0.517
H 2.994 3.266 1.800
H 3.067 2.569 -1.165
H 4.142 1.856 0.101
H -2.526 2.161 -1.479
H -5.006 2.055 -1.764
H -6.392 0.950 0.019
H -5.270 -0.062 2.049
H -2.756 0.068 2.255
O 3.199 -5.241 -2.095
N 2.761 -4.083 -2.330
O 2.935 -3.490 -3.436
C 2.051 -3.417 -1.326
C 1.777 -3.783 0.001
C 1.058 -2.700 0.599
N 0.696 -2.720 1.980
O 0.124 -1.716 2.494
O 0.974 -3.727 2.664
C 0.940 -1.553 -0.258
S 1.471 -1.873 -1.916
H 1.967 -4.698 0.457
H -0.048 -0.866 0.405
*
```



[3]
The following is a DFT calculation (the ωB97M-V functional and the def2-TZVPD basis) of a 2-piece molecular cluster, C4H6N2S overall at a distorted geometry.

relative energy (zero: lowest compared OMol25 entry of this formula, charge and spin)	560.1	kJ/mol
E_LUMO	-0.66	eV

```
! wB97M-V def2-TZVPD RIJCOSX def2/J DEFGRID3
* xyz 0 1
C -0.182 -1.664 -0.027
C 1.113 -1.327 -0.013
C -0.951 -0.488 0.158
C 1.236 0.155 0.013
N -0.192 0.557 -0.078
N -0.433 1.915 -0.056
S -3.282 0.514 0.143
H -0.524 -2.623 -0.084
H 1.833 -2.112 -0.119
H 1.777 0.471 0.846
H 1.737 0.439 -0.814
H -0.897 2.253 0.784
H -1.235 1.909 -0.754
*
```



[4]
The following is a DFT calculation (the ωB97M-V functional and the def2-TZVPD basis) of a 2-piece molecular cluster, BrClO3P overall at a distorted geometry.

relative energy (zero: lowest compared OMol25 entry of this formula, charge and spin)	639.8	kJ/mol
E_LUMO (alpha / beta)	2.50 / 2.50	eV

```
! wB97M-V def2-TZVPD RIJCOSX def2/J DEFGRID3
* xyz -1 1
O 0.025 0.195 1.762
O -0.370 2.365 -1.186
O -0.305 -1.116 -0.438
P 0.271 0.285 0.323
Cl -1.961 -1.401 -0.312
Br 2.340 -0.327 -0.149
*
```



[5]
The following is a DFT calculation (the ωB97M-V functional and the def2-TZVPD basis) of C24H25BrF5IrN4O4Te as an isolated structure.

<S²>	0.773
E_LUMO (alpha / beta)	-10.76 / -12.28	eV

```
! wB97M-V def2-TZVPD RIJCOSX def2/J DEFGRID3
* xyz 3 2
Ir 0.987 1.617 -2.108
C 3.747 0.266 -2.662
O 2.313 0.065 -2.385
C 1.832 -1.221 -2.275
C 2.573 -2.352 -2.384
C 1.886 -3.585 -2.286
Br 2.828 -5.152 -2.416
C 0.486 -3.638 -2.116
C -0.268 -2.496 -2.002
C 0.425 -1.236 -2.030
O -0.138 -0.108 -1.857
C -1.724 -2.550 -1.888
N -2.557 -1.505 -1.880
C -3.872 -1.945 -1.814
C -5.084 -1.259 -1.793
C -6.214 -2.040 -1.727
C -6.150 -3.450 -1.681
C -4.954 -4.129 -1.701
C -3.810 -3.338 -1.771
N -2.461 -3.664 -1.817
H 3.994 -0.264 -3.579
H 4.321 -0.091 -1.809
H 3.870 1.333 -2.803
H 3.641 -2.346 -2.549
H 0.033 -4.620 -2.093
H -2.247 -0.547 -1.943
H -5.138 -0.180 -1.833
H -7.185 -1.564 -1.713
H -7.073 -4.011 -1.631
H -4.909 -5.209 -1.668
H -2.105 -4.608 -1.814
C 0.866 3.052 4.754
C -0.158 2.220 3.990
N 0.136 0.782 3.936
C -0.492 -0.109 4.923
C 0.161 -0.042 6.298
C 1.040 0.251 3.091
O 1.380 -0.921 3.075
C 1.676 1.128 2.038
C 2.912 1.739 2.223
C 3.508 2.397 1.158
C 2.893 2.384 -0.076
N 1.730 1.732 -0.260
C 1.112 1.144 0.779
H 0.543 4.093 4.764
H 1.851 3.014 4.289
H 0.964 2.719 5.784
H -0.266 2.596 2.969
H -1.134 2.310 4.466
H -0.424 -1.117 4.525
H -1.542 0.181 4.980
H 1.218 -0.302 6.240
H -0.328 -0.761 6.955
H 0.058 0.941 6.754
H 3.400 1.702 3.189
H 4.452 2.912 1.271
H 3.312 2.892 -0.933
H 0.169 0.656 0.572
F -0.093 5.431 -3.366
Te 0.609 3.878 -3.993
F -0.496 3.897 -5.428
F -0.753 2.822 -3.048
F 1.969 4.644 -4.921
F 1.082 2.088 -4.512
O 1.604 3.476 -2.460
*
```



[6]
The following is a DFT calculation (the ωB97M-V functional and the def2-TZVPD basis) of a 2-piece molecular cluster, C3H11N3 overall at a distorted geometry.

<S²>	0.754
relative energy (zero: lowest compared OMol25 entry of this formula, charge and spin)	178.4	kJ/mol
E_LUMO (alpha / beta)	-3.51 / -8.83	eV

```
! wB97M-V def2-TZVPD RIJCOSX def2/J DEFGRID3
* xyz 1 2
C -1.888 -0.285 -0.228
N -0.984 0.014 0.885
C -0.592 -1.091 1.723
H -1.332 -0.964 -0.883
H -2.823 -0.761 0.072
H -2.090 0.617 -0.794
H -1.422 0.758 1.452
H -1.447 -1.529 2.256
H 0.073 -0.800 2.544
H 0.007 -1.825 1.191
N 1.875 0.235 -0.167
C 1.761 1.265 -1.152
N 1.740 0.957 -2.378
H 0.944 -0.175 -0.062
H 2.385 -0.521 -0.626
H 1.991 2.297 -0.895
H 1.803 1.806 -2.939
*
```



[7]
The following is a DFT calculation (the ωB97M-V functional and the def2-TZVPD basis) of a 3-piece molecular cluster, C35H63BBrF2N3O11P overall at a distorted geometry.

E_LUMO	-2.41	eV

```
! wB97M-V def2-TZVPD RIJCOSX def2/J DEFGRID3
* xyz 1 1
C -1.378 0.383 -2.209
C 0.017 0.236 -1.583
P 1.020 -0.936 -2.576
C -0.083 -1.942 -3.652
C -0.421 -1.148 -4.943
C 2.211 -2.013 -1.561
C 2.364 -3.353 -2.290
C 3.185 -3.397 -3.569
O 4.084 -4.146 -3.702
O 2.790 -2.619 -4.603
N 1.664 -2.371 -0.142
C 0.338 -3.032 -0.168
C -0.749 -2.478 0.763
C -0.335 -1.502 1.880
O -1.750 -1.878 -0.056
C -3.053 -1.923 0.519
C -3.825 -0.707 0.090
C -4.823 -0.791 -0.882
C -5.508 0.350 -1.307
C -5.180 1.587 -0.753
C -4.195 1.685 0.234
C -3.519 0.540 0.649
C 2.685 -2.945 0.822
C 2.373 -4.251 1.527
C 1.229 -4.286 2.535
F 2.225 -5.311 0.639
C 4.161 -2.891 0.386
B 4.874 -4.355 0.328
O 5.416 -4.842 1.511
O 4.959 -5.073 -0.820
N 4.477 -2.269 -0.928
C 3.560 -1.221 -1.377
C 3.546 -0.120 -0.266
C 3.122 1.334 -0.550
C 4.326 2.270 -0.387
Br 1.867 1.877 0.887
C 4.252 -0.659 -2.658
O 5.241 -1.195 -3.028
N 3.735 0.480 -3.413
C 4.629 1.578 -3.496
O 5.754 1.604 -3.806
F 3.988 2.699 -3.199
H -1.938 -0.542 -2.209
H -1.938 1.084 -1.599
H -1.295 0.800 -3.205
H 0.439 1.233 -1.619
H -0.070 0.000 -0.526
H 0.355 -2.881 -3.960
H -1.031 -2.200 -3.183
H -1.485 -0.946 -4.984
H 0.123 -0.210 -4.992
H -0.193 -1.755 -5.811
H 1.391 -3.758 -2.560
H 2.805 -4.101 -1.642
H 2.381 -1.799 -4.281
H 1.451 -1.424 0.184
H 0.417 -4.099 -0.008
H -0.105 -3.000 -1.158
H -1.244 -3.326 1.232
H -0.671 -1.874 2.843
H 0.736 -1.353 1.995
H -0.801 -0.534 1.751
H -3.037 -1.967 1.608
H -3.596 -2.805 0.173
H -5.032 -1.764 -1.304
H -6.260 0.254 -2.074
H -5.698 2.468 -1.099
H -3.962 2.659 0.634
H -2.748 0.656 1.398
H 2.659 -2.253 1.661
H 3.234 -4.473 2.152
H 1.185 -3.382 3.130
H 0.278 -4.524 2.073
H 1.424 -5.100 3.225
H 4.722 -2.355 1.152
H 6.314 -4.537 1.673
H 4.496 -5.917 -0.754
H 5.414 -1.904 -0.827
H 2.990 -0.441 0.609
H 4.572 -0.070 0.088
H 2.588 1.503 -1.472
H 4.542 2.357 0.673
H 4.033 3.255 -0.731
H 5.184 1.911 -0.949
H 3.574 0.176 -4.368
C 4.706 5.315 5.226
O 4.052 4.190 5.789
C 3.098 3.600 4.926
C 3.636 2.347 4.272
O 4.697 2.631 3.370
C 5.980 2.360 3.911
H 5.551 5.559 5.867
H 5.075 5.107 4.219
H 4.030 6.176 5.195
H 2.767 4.314 4.165
H 2.231 3.330 5.538
H 2.836 1.887 3.683
H 3.954 1.625 5.030
H 6.156 1.279 3.963
H 6.097 2.793 4.906
H 6.720 2.804 3.247
C -8.782 5.010 -1.087
O -8.379 3.867 -0.351
C -8.873 3.858 0.981
C -10.065 2.941 1.133
O -11.188 3.415 0.410
C -11.396 2.739 -0.817
H -8.548 4.829 -2.134
H -9.855 5.192 -0.992
H -8.232 5.896 -0.751
H -9.128 4.871 1.304
H -8.064 3.492 1.623
H -10.350 2.911 2.190
H -9.806 1.923 0.826
H -11.790 1.733 -0.639
H -10.476 2.670 -1.402
H -12.131 3.306 -1.385
*
```



Computed values of electronic energy (unit: Eh) for the preceding records, in sequence: -4217.1683; -2147.9559; -663.5152; -3601.1971; -4894.2013; -284.7903; -5502.9682.